No. 1
The molecule C8H9NO. Source: OMol25; level of theory: the ωB97M-V functional and the def2-TZVPD basis.

Net charge = 0
Energy = -11978.112 eV
LUMO level = 0.7 eV
Orbital gap = 9.23 eV
SMILES string = Cc1c[nH]c2c1CCC2=O

Element x y z (Å)
O: 3.437 0.388 -0.011
N: 0.581 2.029 0.089
C: 2.295 -0.021 -0.023
C: -2.608 0.277 0.014
C: -1.191 0.621 -0.164
C: 1.055 0.712 0.061
C: -0.055 -0.168 -0.058
C: 1.827 -1.539 -0.042
C: -0.800 1.939 -0.052
C: 0.239 -1.582 0.049
H: -0.133 -2.086 -0.831
H: 0.081 -2.113 1.069
H: 1.293 2.723 -0.069
H: -2.978 -0.205 -0.933
H: -3.257 1.027 0.442
H: -2.724 -0.456 0.713
H: -1.352 2.785 0.015
H: 2.132 -2.230 0.798
H: 2.158 -2.101 -1.068

Force components x, y, z for each atom (eV/Å):
-0.2394 -0.1901 -0.2112
0.6995 -2.5886 -0.4077
0.2469 -0.9361 0.8526
-0.6687 -0.3278 -2.6990
-0.5094 1.9384 1.3180
-2.4201 -0.8133 -0.5656
1.1004 2.3341 0.7993
0.1635 -2.1102 -1.7166
3.1085 -1.6379 -0.3252
2.2560 -0.9978 0.8032
-0.4644 -0.7224 0.2538
-0.7358 0.9756 -1.8739
-0.7261 0.7525 0.0684
-0.2869 0.8159 0.7832
-0.0352 0.7751 -0.7097
0.0469 -2.4626 2.0071
-1.7439 2.3547 0.0656
0.6950 1.2638 -0.8907
-0.4868 1.5765 2.4484

Charges per atom according to Mulliken partitioning, unit e: -0.62, -0.11, 0.30, -1.35, 0.67, -0.44, 0.45, -0.40, -1.00, -0.34, 0.26, 0.24, 0.25, 0.27, 0.37, 0.42, 0.57, 0.26, 0.19



No. 2
The molecule C8H9NO3. Source: OMol25; level of theory: the ωB97M-V functional and the def2-TZVPD basis.

Net charge = 0
Energy = -16068.436 eV
LUMO level = -0.2 eV
Orbital gap = 9.09 eV
SMILES string = CCC1=CC=C[C@]2([N+](=O)[O-])O[C@H]12

Element x y z (Å)
O: -1.821 0.932 -0.741
O: -2.420 1.971 2.577
O: -1.459 3.144 1.069
N: -1.907 2.109 1.494
C: -1.991 -0.379 1.322
C: -1.258 -1.433 0.857
C: 1.422 -0.432 -1.539
C: 2.806 -0.267 -0.677
C: -0.440 0.848 -0.542
C: -0.150 -1.486 -0.030
C: -1.702 0.840 0.670
C: 0.238 -0.396 -0.746
H: 3.508 0.431 -1.200
H: 0.176 -2.489 -0.249
H: 1.619 0.279 -2.362
H: 0.081 1.752 -0.939
H: -2.722 -0.537 2.102
H: 1.604 -1.439 -2.023
H: -1.422 -2.469 1.266
H: 3.375 -1.201 -0.566
H: 2.464 0.221 0.257

Force components x, y, z for each atom (eV/Å):
-0.7785 0.0563 1.2790
-0.3159 -0.3592 0.2012
-0.0208 0.2390 -0.5387
0.4964 -0.2719 -0.6434
0.9722 -1.5627 -0.6578
-0.4530 -2.1389 1.2883
5.2575 -1.2140 -1.7823
-0.8633 1.0364 -0.6382
-0.6996 1.1979 0.3682
-1.5835 0.7150 -0.9211
1.3948 1.3436 -1.8774
-0.9899 -0.5136 1.4197
-0.7076 -0.4458 0.4057
0.6980 0.0236 -0.0056
-1.1603 -0.0257 0.4083
-0.4333 -0.4473 0.9313
0.1657 0.4672 0.0929
-0.8038 0.9184 0.4357
-0.3840 1.3034 -0.0529
-0.6109 0.2284 0.4194
0.8199 -0.5501 -0.1326

Charges per atom according to Mulliken partitioning, unit e: -0.40, -0.58, -0.58, 0.94, -0.66, -0.35, -0.81, -0.97, -0.11, -0.47, 0.79, 0.09, 0.30, 0.37, 0.38, 0.45, 0.43, 0.35, 0.25, 0.27, 0.33



No. 3
The molecule C8H9NO3S. Source: OMol25; level of theory: the ωB97M-V functional and the def2-TZVPD basis.

Net charge = 0
Energy = -26906.606 eV
LUMO level = -1.0 eV
Orbital gap = 8.06 eV

Element x y z (Å)
S: -0.051 -1.082 -1.879
O: 0.460 0.057 -2.603
O: 0.951 -1.965 -1.307
O: -1.149 -1.760 -2.552
N: 0.134 0.014 0.514
C: -1.801 0.860 -0.979
C: 2.434 0.270 2.036
C: 1.461 -0.644 2.399
C: -1.125 -0.200 -0.348
C: 2.305 0.983 0.766
C: -3.108 0.875 -1.077
C: 1.082 0.885 0.094
C: 0.313 -0.764 1.604
H: 0.887 1.418 -0.792
H: -3.782 1.460 -1.748
H: -3.762 0.204 -0.461
H: 3.338 0.216 2.746
H: 1.668 -1.271 3.190
H: -0.413 -1.508 1.737
H: -1.253 1.361 -1.810
H: 3.078 1.497 0.155
H: -1.666 -0.905 0.315

Force components x, y, z for each atom (eV/Å):
-2.3949 -1.8722 -0.8550
0.4518 0.6887 0.3573
-0.2594 0.7327 0.6171
0.4856 0.2538 0.3956
-0.7608 1.2182 0.5513
0.0773 1.8112 -2.3672
1.4791 0.2532 -1.0657
-1.0462 1.5964 -2.5497
3.9219 -3.1844 1.3913
-0.4128 -0.8745 0.8537
-3.2664 -0.4284 0.6371
1.0450 -0.9957 2.0008
1.5444 1.0862 -0.6049
-0.2418 0.3887 -0.9234
1.3464 -0.1725 0.3256
0.9135 0.4799 -0.3041
-1.1520 0.7373 -1.7260
-0.0995 -1.2446 1.6483
-0.9007 -0.7890 0.3858
-0.1711 0.0809 1.0561
-0.3418 -0.1356 1.3422
-0.2175 0.3696 -1.1660

Charges per atom according to Mulliken partitioning, unit e: 1.30, -0.61, -0.62, -0.65, 0.05, -0.10, -0.12, -0.69, -0.21, -0.77, -0.80, 0.25, 0.10, 0.46, 0.26, 0.20, 0.27, 0.46, 0.36, 0.27, 0.34, 0.26



No. 4
The molecule C8H9NOS. Source: OMol25; level of theory: the ωB97M-V functional and the def2-TZVPD basis.

Net charge = 0
Energy = -22812.820 eV
LUMO level = 0.7 eV
Orbital gap = 9.44 eV

Element x y z (Å)
S: -0.564 0.991 -2.173
O: 0.234 2.156 -1.674
N: -0.851 1.784 1.089
C: 0.889 -0.885 0.979
C: 0.366 -0.256 -1.229
C: -1.198 0.504 0.465
C: 0.019 -0.261 0.111
C: -1.954 0.803 -0.909
C: 2.390 -1.429 -0.863
C: 2.002 -1.512 0.443
C: 1.524 -0.709 -1.754
H: -2.813 1.508 -0.828
H: -2.314 -0.242 -1.203
H: -0.064 2.179 0.669
H: 3.297 -1.936 -1.384
H: -1.547 2.534 0.961
H: 2.749 -1.716 1.180
H: 0.802 -0.992 2.045
H: 1.843 -0.556 -2.806
H: -1.986 -0.025 1.014

Force components x, y, z for each atom (eV/Å):
-0.2794 0.4839 2.2957
-0.1871 0.6854 -1.0208
-1.4462 -0.1157 1.5756
-0.2068 -0.4348 -0.6110
-1.3849 1.1933 -1.0017
-1.9849 2.3929 -1.5854
0.0301 -0.7482 0.6818
0.6512 -2.9230 -0.2870
0.1329 -0.0873 -3.2991
1.4396 0.8130 0.8537
2.1305 -1.8183 -0.0095
1.0441 -0.2592 -0.4045
-0.1803 1.3373 0.0527
1.7200 0.3287 -0.9275
-1.4351 1.0436 1.6281
0.0049 -0.9901 0.1576
0.3715 -1.1753 0.2958
-0.5481 0.4741 0.2478
-0.5300 -0.1024 0.8029
0.6580 -0.0981 0.5549

Charges per atom according to Mulliken partitioning, unit e: 0.29, -0.58, -0.70, -0.68, 0.73, -0.09, 0.09, -0.81, -0.33, -0.56, -0.45, 0.47, 0.30, 0.32, 0.27, 0.28, 0.32, 0.43, 0.32, 0.38



No. 5
A structure of composition C8H9NPdS2. Source: OMol25; level of theory: the ωB97M-V functional and the def2-TZVPD basis.

<S²> = 2.006
Net charge = 0
Energy = -35080.325 eV
LUMO level (alpha / beta) = 0.1 / -1.4 eV
Multiplicity = 3
Orbital gap (alpha / beta) = 7.96 / 6.72 eV

Element x y z (Å)
Pd: 0.225 0.349 -2.097
S: 1.305 1.725 1.872
S: 1.580 2.042 -1.121
N: 0.098 0.250 0.108
C: -1.341 -1.764 2.935
C: 0.034 0.056 3.733
C: 0.356 0.907 -5.232
C: -0.799 -1.043 4.000
C: 0.918 1.303 0.213
C: -1.097 -1.424 1.604
C: 0.288 0.409 2.424
C: -0.286 -0.315 1.331
H: -1.508 -1.991 0.775
H: 0.443 0.436 -4.215
H: -1.972 -2.619 3.166
H: 0.561 0.117 -5.960
H: -1.003 -1.311 5.035
H: 1.060 1.731 -5.329
H: -0.663 1.304 -5.385
H: 1.295 -0.834 -2.353
H: 0.507 0.671 4.497

Force components x, y, z for each atom (eV/Å):
0.0024 -0.6584 -0.0524
-0.4007 -0.4029 -0.2390
0.3570 0.8619 -1.0810
0.2831 0.7487 -0.1928
-0.0522 -0.0871 0.0408
-0.1396 -0.1539 0.2496
-0.5333 -0.0271 0.3174
0.5475 0.7240 -0.2215
-0.9548 -1.6622 2.1435
0.2793 0.4373 -0.2022
-0.3881 -0.5283 -0.6593
0.8160 1.0608 0.5795
-0.0239 0.0175 0.1819
0.0180 0.3492 -0.7546
0.0872 0.1197 -0.1673
0.0020 0.2000 0.1158
-0.0115 -0.0428 -0.2963
0.0669 -0.1807 0.0706
0.4430 -0.2919 0.1211
-0.1263 -0.1136 -0.1431
-0.2722 -0.3702 0.1895

Charges per atom according to Mulliken partitioning, unit e: -0.07, -0.20, -0.43, -0.34, -0.39, -0.36, -0.69, -0.56, 0.77, -0.56, 0.75, -0.28, 0.39, 0.10, 0.34, 0.27, 0.37, 0.25, 0.28, 0.03, 0.34



No. 6
The molecule C8H9P. Source: OMol25; level of theory: the ωB97M-V functional and the def2-TZVPD basis.

Net charge = 0
Energy = -17727.019 eV
LUMO level (alpha / beta) = -0.9 / -0.7 eV
Orbital gap (alpha / beta) = 6.08 / 7.18 eV

Element x y z (Å)
P: -3.183 0.593 -0.682
C: 1.107 -1.029 -0.454
C: 0.450 0.973 0.555
C: 0.026 -0.260 0.140
C: 2.648 0.770 -0.389
C: -1.210 -0.856 0.349
C: 2.309 -0.480 -0.759
C: 1.682 1.488 0.294
C: -2.472 -0.395 0.995
H: 3.528 1.189 -0.747
H: 1.777 2.530 0.645
H: -2.369 0.498 1.501
H: -0.252 1.725 0.990
H: 3.087 -1.029 -1.387
H: 0.766 -2.074 -0.814
H: -1.113 -1.918 -0.020
H: -3.456 -0.629 -1.420
H: -3.326 -1.097 1.204

Force components x, y, z for each atom (eV/Å):
1.1698 -1.8040 0.4283
-3.3883 -1.8896 -0.5570
-1.6868 2.4124 0.8176
3.0369 -0.6753 -0.1994
-1.3540 1.3150 0.7695
-2.7349 -1.9775 -0.3745
1.9895 -2.5894 -1.8375
0.5278 1.5672 0.5617
-0.4135 -1.2844 -3.4992
1.5443 0.8010 -0.2166
0.6039 -0.6006 -0.4293
0.0953 1.3543 2.0106
0.3163 -0.9680 -0.1699
-1.3380 0.3789 1.0117
1.0623 1.6813 0.5487
-1.0259 1.0705 0.4057
0.0233 0.5463 0.3786
1.5721 0.6617 0.3512

Charges per atom according to Mulliken partitioning, unit e: 0.00, -0.53, -0.28, 1.21, -0.64, -0.51, -0.21, -0.36, -0.84, 0.43, 0.30, 0.35, 0.18, 0.25, 0.16, 0.19, 0.01, 0.31



Repeat the sixth record exactly.
The molecule C8H9P. Source: OMol25; level of theory: the ωB97M-V functional and the def2-TZVPD basis.

Net charge = 0
Energy = -17727.019 eV
LUMO level (alpha / beta) = -0.9 / -0.7 eV
Orbital gap (alpha / beta) = 6.08 / 7.18 eV

Element x y z (Å)
P: -3.183 0.593 -0.682
C: 1.107 -1.029 -0.454
C: 0.450 0.973 0.555
C: 0.026 -0.260 0.140
C: 2.648 0.770 -0.389
C: -1.210 -0.856 0.349
C: 2.309 -0.480 -0.759
C: 1.682 1.488 0.294
C: -2.472 -0.395 0.995
H: 3.528 1.189 -0.747
H: 1.777 2.530 0.645
H: -2.369 0.498 1.501
H: -0.252 1.725 0.990
H: 3.087 -1.029 -1.387
H: 0.766 -2.074 -0.814
H: -1.113 -1.918 -0.020
H: -3.456 -0.629 -1.420
H: -3.326 -1.097 1.204

Force components x, y, z for each atom (eV/Å):
1.1698 -1.8040 0.4283
-3.3883 -1.8896 -0.5570
-1.6868 2.4124 0.8176
3.0369 -0.6753 -0.1994
-1.3540 1.3150 0.7695
-2.7349 -1.9775 -0.3745
1.9895 -2.5894 -1.8375
0.5278 1.5672 0.5617
-0.4135 -1.2844 -3.4992
1.5443 0.8010 -0.2166
0.6039 -0.6006 -0.4293
0.0953 1.3543 2.0106
0.3163 -0.9680 -0.1699
-1.3380 0.3789 1.0117
1.0623 1.6813 0.5487
-1.0259 1.0705 0.4057
0.0233 0.5463 0.3786
1.5721 0.6617 0.3512

Charges per atom according to Mulliken partitioning, unit e: 0.00, -0.53, -0.28, 1.21, -0.64, -0.51, -0.21, -0.36, -0.84, 0.43, 0.30, 0.35, 0.18, 0.25, 0.16, 0.19, 0.01, 0.31



What is the formula in the fifth record? C8H9NPdS2